1.
32
Properties=species:S:1:pos:R:3:lowdin_charge:R:1 method="wB97M-V/def2-TZVPD" multiplicity=1 e_lumo_ev="-0.32 / -0.32" smiles="CCO[C@H]([C@@H]1N=CC=[N+]1[O-])[Si](C)(C)C" homo_energy_ha="-0.31423 / -0.31431" largest_force_ev_per_a=5.98
Si 0.876 -1.276 0.586 0.690
O 2.736 1.780 -1.096 -0.067
O -1.187 0.066 -0.813 -0.219
N -0.562 2.577 -0.041 0.076
N 1.473 1.980 -0.967 -0.148
C -0.240 -2.740 1.204 -0.189
C 0.497 1.679 0.122 -0.249
C -3.181 -0.677 0.162 -0.049
C -2.580 0.361 -0.770 -0.217
C -0.347 3.234 -1.136 -0.078
C 2.377 -1.037 1.798 -0.172
C 0.892 2.899 -1.681 -0.013
C 1.907 -1.385 -1.117 -0.142
C -0.344 0.312 0.382 -0.263
H 1.139 -1.171 -1.957 0.067
H 1.067 1.643 1.160 0.200
H 2.222 -2.371 -1.182 -0.013
H -2.580 1.493 -0.528 0.132
H -2.767 0.281 -1.789 0.096
H 0.446 -3.363 1.788 0.009
H 1.299 3.370 -2.464 0.100
H 3.020 -0.341 1.199 0.042
H -1.010 -2.244 1.905 0.046
H -3.178 -1.669 -0.154 0.066
H -0.834 0.471 1.389 0.125
H 2.699 -2.025 1.963 0.002
H -4.172 -0.498 0.294 0.043
H -0.658 -3.200 0.259 0.043
H -2.746 -0.737 1.104 0.043
H -1.056 3.911 -1.390 0.090
H 2.183 -0.657 2.758 -0.001
H 2.611 -0.664 -0.987 -0.051


2.
33
Properties=species:S:1:pos:R:3:lowdin_charge:R:1 method="wB97M-V/def2-TZVPD" multiplicity=1 e_lumo_ev=0.55 smiles="CC(C)(C)OC(=O)OSN.C1=NCCC1" homo_energy_ha=-0.33901 largest_force_ev_per_a=5.67
S -2.352 -1.842 0.914 0.950
O 0.151 -1.564 -0.699 0.057
O -0.694 -1.304 1.395 -0.283
O 1.248 -0.600 1.105 0.042
N -1.047 1.160 -0.606 0.015
N -2.113 -3.254 0.186 -0.349
C -3.378 1.061 -0.837 -0.187
C 0.217 -1.144 0.434 -0.689
C -3.174 2.095 0.265 -0.143
C 2.084 0.299 -1.076 -0.057
C -1.595 2.242 0.221 -0.183
C 3.422 -1.589 0.232 0.034
C 2.411 -0.344 0.289 -0.521
C -1.961 0.609 -1.240 -0.185
C 3.041 0.780 1.107 -0.041
H -3.757 1.421 -1.730 0.078
H 2.844 -2.434 -0.168 0.098
H 2.947 0.851 -1.602 0.105
H 1.856 -0.461 -1.896 0.095
H 1.209 0.966 -0.868 0.071
H 4.154 -1.294 -0.389 0.041
H -1.707 -3.212 -0.748 0.051
H -1.111 1.953 1.205 0.124
H -1.218 3.145 -0.181 0.090
H -3.983 0.284 -0.481 0.061
H -1.712 -0.138 -2.016 0.124
H -3.564 1.628 1.169 0.091
H 3.767 1.360 0.562 0.077
H -2.066 -4.051 0.865 0.074
H -3.606 3.211 0.045 0.151
H 2.296 1.514 1.438 0.096
H 3.816 -1.714 1.160 0.041
H 3.575 0.367 1.942 0.074


3.
30
Properties=species:S:1:pos:R:3:lowdin_charge:R:1 method="wB97M-V/def2-TZVPD" multiplicity=3 e_lumo_ev="-3.99 / -6.52" charge=+1 homo_energy_ha="-0.38292 / -0.50837" largest_force_ev_per_a=4.55 s_squared=2.04
N 1.246 1.042 1.455 0.197
N 3.091 1.463 -0.289 -0.022
N -0.003 -1.395 -0.410 0.178
C 1.938 0.723 -0.804 -0.209
C 0.917 0.569 0.267 -0.212
C 1.971 -2.264 0.530 0.156
C -1.735 0.209 -0.125 -0.545
C -2.308 0.092 -1.500 -0.034
C -2.410 -0.898 0.706 -0.078
C -0.327 -0.221 -0.072 -0.195
C 1.044 -2.202 -0.457 -0.137
C -2.031 1.553 0.653 -0.022
H 0.975 -2.845 -1.387 0.164
H 1.530 1.210 -1.714 0.142
H -1.836 -1.058 1.703 0.119
H 2.181 1.575 1.604 0.172
H 1.995 -1.651 1.367 0.063
H -3.027 2.033 0.812 0.104
H -1.827 -0.736 -2.090 0.103
H -2.067 0.990 -2.072 0.092
H -2.375 -1.917 0.331 0.075
H -1.727 1.456 1.726 0.091
H 2.796 -2.926 0.529 0.080
H 3.996 1.104 -0.770 0.131
H -1.525 2.316 0.086 0.071
H -3.550 -0.784 0.783 0.124
H -3.381 -0.209 -1.451 0.111
H 3.212 2.444 -0.552 0.089
H 0.932 0.620 2.233 0.073
H 2.305 -0.294 -1.092 0.118


4.
33
Properties=species:S:1:pos:R:3:lowdin_charge:R:1 method="wB97M-V/def2-TZVPD" multiplicity=1 e_lumo_ev=-3.57 charge=+1 homo_energy_ha=-0.45134 largest_force_ev_per_a=5.54
O -1.277 2.335 -2.137 0.000
O -1.302 -2.345 0.468 0.013
O 0.531 1.387 -3.094 0.101
N 1.096 -1.155 0.022 -0.029
N -0.281 -1.534 2.340 -0.104
N -1.143 -2.641 -0.919 0.139
C -0.296 1.443 -2.214 -0.524
C -0.315 0.503 -1.074 0.010
C 2.001 -2.250 -0.168 -0.074
C -0.329 -1.764 1.082 -0.104
C -1.297 3.353 -3.151 -0.203
C 0.788 -0.796 2.967 0.009
C -1.343 -1.991 3.222 0.028
C 0.724 -0.341 -0.983 -0.146
C -0.368 4.505 -2.796 -0.056
H 1.589 -3.060 -0.778 0.091
H 2.887 -1.853 -0.667 0.108
H 0.656 4.146 -2.712 0.078
H -0.901 -2.488 4.085 0.115
H -1.868 -3.325 -1.126 0.124
H -1.304 -1.785 -1.456 0.097
H -0.411 5.251 -3.583 0.083
H 1.384 -1.463 3.592 0.115
H 1.442 -0.299 -1.801 0.154
H 0.363 -0.020 3.606 0.114
H 2.310 -2.638 0.804 0.093
H 1.423 -0.339 2.211 0.100
H -2.336 3.681 -3.202 0.126
H -1.999 -2.686 2.702 0.105
H -0.665 4.960 -1.854 0.079
H -0.994 2.903 -4.101 0.123
H -1.116 0.585 -0.357 0.116
H -1.927 -1.138 3.568 0.119


5.
29
Properties=species:S:1:pos:R:3:lowdin_charge:R:1 method="wB97M-V/def2-TZVPD" multiplicity=1 e_lumo_ev=-2.58 charge=+1 homo_energy_ha=-0.48364 largest_force_ev_per_a=4.91
O 1.926 0.403 -2.103 0.039
N -0.250 -0.466 0.545 0.023
C 0.965 0.951 2.144 0.010
C 0.833 1.555 -0.239 -0.079
C 0.787 -1.061 -0.193 -0.022
C 0.022 0.994 0.925 -0.462
C -1.231 1.766 1.194 -0.014
C 1.798 0.514 -0.785 -0.215
C -1.312 -2.625 -0.362 -0.026
C -1.227 -0.580 -1.952 0.035
C -0.663 -1.332 -0.672 -0.311
H 1.579 -1.689 0.194 0.137
H 2.747 0.326 -0.202 0.151
H -0.572 -0.947 1.432 0.196
H -1.161 -3.034 0.657 0.107
H 2.033 0.602 1.762 0.127
H 1.455 2.361 0.031 0.129
H 0.602 0.195 2.887 0.109
H -1.356 -1.517 -2.443 0.066
H -2.251 -0.202 -1.616 0.120
H 0.237 1.907 -1.019 0.110
H 1.155 1.892 2.563 0.077
H -1.820 2.051 0.295 0.104
H -1.992 1.189 1.761 0.108
H -2.386 -2.717 -0.525 0.101
H 2.755 0.064 -2.426 0.125
H -1.201 2.689 1.667 0.071
H -0.884 -3.385 -1.000 0.102
H -0.588 0.096 -2.519 0.080


6.
29
Properties=species:S:1:pos:R:3:lowdin_charge:R:1 method="wB97M-V/def2-TZVPD" multiplicity=3 e_lumo_ev="-2.57 / -7.15" charge=+1 homo_energy_ha="-0.37554 / -0.56187" largest_force_ev_per_a=4.26 s_squared=2.01
O 1.396 -1.558 -0.092 0.065
N -0.616 -0.451 -0.032 0.139
C -2.420 0.307 1.424 -0.013
C -1.551 0.623 0.205 -0.365
C 1.705 0.828 0.260 -0.362
C -2.400 0.869 -1.042 -0.012
C 0.914 -0.393 0.076 -0.244
C -0.962 -1.829 -0.298 -0.048
C 0.391 -2.566 -0.276 -0.050
C 1.953 1.443 -1.133 -0.039
C 3.027 0.505 0.960 -0.039
H 2.853 0.129 1.965 0.090
H -3.117 -0.499 1.213 0.088
H 2.539 0.768 -1.751 0.093
H 0.617 -3.089 -1.207 0.145
H -1.641 -2.211 0.468 0.152
H 3.590 -0.239 0.400 0.090
H 1.019 1.669 -1.640 0.071
H -2.995 1.188 1.691 0.101
H -0.956 1.517 0.413 0.145
H -1.451 -1.912 -1.274 0.158
H -1.771 1.058 -1.909 0.089
H 3.627 1.408 1.030 0.091
H -3.027 1.740 -0.882 0.101
H -3.046 0.020 -1.249 0.089
H 1.132 1.544 0.857 0.135
H 2.509 2.368 -1.010 0.087
H -1.803 0.032 2.276 0.095
H 0.485 -3.268 0.557 0.146


Energy relative to the best compared isomer or geometry (same formula, charge and spin) list, top to bottom, in eV: 6.692 3.366 0.869 4.350 1.415 0.000